{"formula": "C36H27N4O8", "method": "ωB97M-V/def2-TZVPD", "elements": ["C", "C", "C", "C", "N", "C", "O", "N", "O", "C", "C", "N", "N", "C", "O", "O", "H", "H", "H", "H", "H", "H", "H", "H", "H", "H", "H", "C", "C", "C", "C", "C", "C", "C", "O", "C", "C", "C", "C", "C", "C", "C", "O", "H", "H", "H", "H", "H", "H", "H", "H", "C", "C", "C", "C", "C", "C", "C", "O", "C", "C", "C", "C", "C", "C", "C", "O", "H", "H", "H", "H", "H", "H", "H", "H"], "coordinates": [[-2.647, -3.070, 2.333], [-2.276, -2.045, 3.252], [-1.946, -0.846, 4.368], [-1.844, 0.656, 3.672], [-1.616, 1.735, 4.707], [-1.347, 1.235, 6.109], [-0.644, 2.280, 6.884], [-1.185, 3.496, 6.696], [-2.238, 3.634, 7.302], [-0.489, -0.159, 6.200], [1.146, 0.083, 6.446], [1.519, 0.222, 7.905], [-0.941, -0.983, 7.423], [-0.450, -2.257, 7.113], [0.286, -3.393, 7.037], [-0.628, -1.055, 5.042], [-3.288, -3.931, 1.815], [-2.857, -0.899, 5.135], [-2.761, 0.900, 2.962], [-0.888, 0.659, 2.956], [-2.520, 2.295, 4.761], [-0.854, 2.361, 4.333], [-2.394, 1.066, 6.651], [1.746, -0.867, 6.041], [1.561, 0.992, 5.793], [0.856, 0.821, 8.444], [1.624, -0.696, 8.391], [1.992, 1.268, -2.049], [2.357, 2.164, -3.053], [1.708, 3.395, -3.160], [0.681, 3.726, -2.267], [0.300, 2.820, -1.278], [0.965, 1.592, -1.161], [-0.814, 3.138, -0.362], [-1.148, 2.344, 0.509], [-1.527, 4.422, -0.517], [-2.622, 4.711, 0.307], [-3.293, 5.929, 0.177], [-2.868, 6.863, -0.768], [-1.780, 6.575, -1.594], [-1.114, 5.347, -1.474], [0.012, 5.038, -2.377], [0.384, 5.856, -3.210], [2.505, 0.312, -1.959], [3.149, 1.906, -3.752], [2.001, 4.092, -3.943], [0.682, 0.885, -0.384], [-2.959, 3.989, 1.049], [-4.147, 6.149, 0.814], [-3.386, 7.814, -0.865], [-1.456, 7.307, -2.332], [4.307, -6.636, -4.929], [4.793, -5.719, -3.997], [4.018, -4.618, -3.631], [2.757, -4.426, -4.207], [2.281, -5.329, -5.157], [3.053, -6.443, -5.510], [0.973, -5.110, -5.808], [0.553, -5.905, -6.640], [0.184, -3.915, -5.449], [-1.031, -3.664, -6.100], [-1.790, -2.543, -5.758], [-1.344, -1.677, -4.759], [-0.132, -1.921, -4.113], [0.638, -3.037, -4.465], [1.936, -3.268, -3.800], [2.331, -2.505, -2.926], [4.907, -7.499, -5.207], [5.776, -5.863, -3.553], [4.402, -3.909, -2.899], [2.682, -7.160, -6.241], [-1.387, -4.336, -6.879], [-2.730, -2.347, -6.268], [-1.939, -0.808, -4.487], [0.212, -1.238, -3.338]], "forces_ev_per_angstrom": [[1.579, 7.307, 7.222], [-2.522, -6.192, -5.434], [-0.661, -0.648, -1.136], [0.418, -2.454, -2.889], [-0.821, 0.899, -0.378], [-0.929, -1.200, 2.883], [0.573, -3.747, -1.424], [-4.284, 2.898, 1.978], [3.180, -0.531, -1.994], [1.643, -0.908, 0.514], [0.972, -0.199, -0.313], [-0.853, -0.063, -0.990], [2.292, -5.950, -3.262], [4.097, -2.566, 1.685], [-6.775, 9.674, 0.613], [-2.089, 2.129, -0.589], [1.954, 2.350, 1.319], [2.052, 0.018, -1.521], [1.846, -0.413, 1.845], [-2.149, -0.140, 1.642], [1.543, -0.482, -0.098], [-0.836, -0.590, 0.733], [2.128, 0.294, -1.401], [-1.721, 1.953, 0.739], [-1.114, -1.788, 1.554], [0.843, -0.774, -0.723], [-0.329, 1.171, -0.810], [-0.208, 0.070, 0.194], [-0.248, 0.287, 0.084], [0.130, -0.241, 0.014], [0.415, -0.384, -0.240], [0.304, -0.407, -0.059], [0.220, -0.031, -0.224], [-0.098, -0.563, 0.445], [0.018, 0.080, 0.180], [-0.473, 0.303, 0.220], [-0.138, 0.396, -0.066], [0.242, -0.325, 0.009], [0.275, -0.171, -0.150], [-0.230, 0.022, 0.184], [-0.516, 0.459, 0.212], [0.604, 1.059, -1.225], [-0.328, -0.607, 0.671], [-0.128, 0.130, -0.035], [-0.156, 0.060, 0.140], [-0.191, -0.049, 0.272], [-0.042, 0.242, -0.178], [0.185, 0.076, -0.255], [0.159, -0.046, -0.125], [0.114, -0.191, 0.005], [0.047, -0.311, 0.125], [-0.316, 0.144, -0.082], [-0.284, 0.249, 0.035], [0.205, -0.256, -0.066], [0.503, -0.289, 0.047], [0.521, -0.359, 0.058], [0.261, -0.021, 0.122], [-0.458, -1.062, -1.054], [0.248, 0.541, 0.553], [-0.564, 0.429, -0.093], [-0.189, 0.267, 0.079], [0.278, -0.285, -0.008], [0.334, -0.151, 0.116], [-0.289, 0.042, -0.174], [-0.520, 0.368, -0.049], [0.490, 0.778, 0.921], [-0.205, -0.292, -0.390], [-0.133, 0.165, 0.040], [-0.194, 0.038, -0.072], [-0.249, -0.099, -0.191], [-0.051, 0.287, 0.153], [0.238, 0.057, 0.234], [0.188, -0.060, 0.086], [0.125, -0.151, -0.046], [0.070, -0.249, -0.179]], "homo_energy_ev": -11.11, "total_energy_ha": -2208.30374, "total_charge": 1, "lumo_ha": -0.181, "gap_ev": 6.18, "largest_force_ev_per_a": 11.8}

=====

{"formula": "C36H28Co2O6P", "method": "ωB97M-V/def2-TZVPD", "elements": ["C", "C", "C", "C", "C", "P", "C", "C", "C", "C", "C", "C", "C", "C", "C", "C", "C", "C", "C", "C", "C", "C", "H", "H", "H", "H", "H", "H", "H", "H", "H", "H", "H", "H", "H", "H", "H", "H", "H", "H", "H", "H", "H", "O", "C", "Co", "C", "O", "C", "O", "C", "C", "C", "C", "C", "C", "C", "C", "C", "Co", "C", "O", "C", "O", "C", "O", "H", "H", "H", "H", "H", "H", "H"], "coordinates": [[-5.458, -0.923, -1.769], [-4.141, -0.709, -1.093], [-2.990, -0.598, -1.872], [-1.780, -0.268, -1.288], [-1.601, -0.234, 0.108], [0.119, 0.126, 0.774], [-0.012, 1.966, 0.688], [0.945, 2.749, 1.380], [0.688, 4.088, 1.655], [-0.503, 4.690, 1.234], [-0.856, 6.065, 1.700], [-1.349, 3.972, 0.388], [-1.086, 2.640, 0.079], [-0.367, -0.005, 2.551], [-0.294, -1.282, 3.151], [-0.938, -1.523, 4.360], [-1.623, -0.506, 5.033], [-2.398, -0.802, 6.276], [-1.574, 0.786, 4.514], [-0.945, 1.040, 3.298], [-2.765, -0.387, 0.889], [-4.015, -0.581, 0.294], [-6.247, -1.081, -1.032], [-5.717, -0.052, -2.383], [-5.412, -1.789, -2.437], [-3.040, -0.727, -2.953], [-0.967, -0.019, -1.961], [1.869, 2.288, 1.739], [1.410, 4.677, 2.223], [-1.824, 6.365, 1.299], [-0.911, 6.099, 2.793], [-0.110, 6.801, 1.391], [-2.240, 4.460, -0.014], [-1.762, 2.117, -0.599], [0.240, -2.086, 2.640], [-0.931, -2.523, 4.795], [-2.831, 0.117, 6.676], [-3.212, -1.503, 6.065], [-1.766, -1.255, 7.046], [-2.051, 1.602, 5.058], [-0.949, 2.062, 2.918], [-2.710, -0.326, 1.977], [-4.910, -0.637, 0.919], [-0.285, -5.598, -4.015], [0.584, -4.872, -3.787], [1.948, -3.781, -3.890], [2.766, -4.240, -5.365], [3.191, -4.564, -6.403], [0.932, -2.414, -4.410], [0.253, -1.626, -4.916], [3.049, -3.274, -2.228], [2.660, -2.105, -1.489], [3.245, -1.047, -0.719], [3.633, 0.184, -1.368], [4.634, 0.241, -2.372], [4.928, 1.434, -3.022], [4.258, 2.614, -2.666], [3.264, 2.581, -1.675], [3.026, 1.401, -0.983], [1.538, -3.495, -1.285], [0.157, -4.587, -1.375], [-0.688, -5.356, -1.190], [1.217, -1.868, -1.955], [0.802, -0.805, -2.314], [1.862, -3.767, 0.462], [2.062, -3.986, 1.580], [4.045, -3.731, -2.175], [3.636, -1.335, 0.262], [5.132, -0.695, -2.619], [5.685, 1.436, -3.806], [4.496, 3.550, -3.181], [2.686, 3.470, -1.429], [2.299, 1.338, -0.175]], "forces_ev_per_angstrom": [[-0.219, -0.065, -0.040], [0.384, -0.060, 0.202], [-0.180, 0.305, 0.301], [0.318, -0.074, 0.059], [-0.535, 0.033, -0.261], [-1.106, 0.139, 0.121], [0.215, 0.838, -0.313], [-0.520, -0.197, -0.216], [0.030, -0.143, -0.115], [0.116, -0.396, -0.132], [-0.034, 0.293, 0.021], [0.270, 0.172, 0.086], [0.173, -0.205, 0.358], [0.120, -0.087, 0.771], [-0.169, 0.486, -0.228], [0.006, 0.074, 0.000], [0.278, 0.007, -0.364], [-0.110, -0.064, 0.248], [0.172, -0.137, -0.088], [-0.040, -0.285, -0.175], [0.342, -0.027, -0.106], [0.152, -0.009, -0.232], [-0.062, -0.017, -0.116], [-0.032, -0.126, 0.106], [-0.072, 0.081, 0.111], [-0.038, 0.169, 0.184], [-0.048, -0.283, 0.289], [-0.335, 0.099, 0.047], [-0.167, -0.175, -0.067], [0.022, 0.084, 0.039], [-0.028, 0.017, -0.093], [-0.032, -0.002, -0.005], [0.222, -0.155, 0.071], [0.143, 0.067, 0.389], [-0.234, 0.160, 0.086], [0.053, 0.156, -0.138], [-0.016, -0.104, 0.074], [0.059, 0.076, 0.056], [-0.063, 0.043, -0.029], [0.089, -0.161, -0.139], [-0.067, -0.322, 0.012], [-0.018, -0.067, -0.310], [0.266, -0.031, -0.124], [0.096, 0.398, 0.345], [-0.160, -1.645, -1.672], [-1.002, 0.828, 2.060], [1.121, -0.979, -0.372], [-0.687, 0.659, 1.190], [-0.195, 1.211, -1.046], [0.422, -0.869, 0.282], [2.848, 0.760, -4.105], [4.155, 2.104, 0.760], [0.330, -2.952, -0.526], [1.158, 1.471, -0.486], [-0.913, -0.277, 0.263], [-0.061, 0.197, 0.315], [-0.291, -0.227, -0.061], [0.683, -0.015, -0.129], [-0.158, -0.874, -0.200], [-3.688, -3.553, 3.084], [-1.178, -1.603, 1.487], [0.890, 1.197, -0.488], [-1.505, 4.461, -0.934], [0.197, -1.634, 0.216], [-0.380, -1.105, 0.187], [-0.098, 0.643, -1.050], [-0.024, 0.779, 0.391], [-0.944, 0.776, 0.377], [-0.047, 0.233, -0.164], [-0.145, 0.103, 0.212], [-0.160, -0.329, 0.143], [0.204, -0.071, 0.026], [0.225, 0.204, -0.446]], "homo_energy_ev": -3.62, "total_energy_ha": -4946.78462, "total_charge": -1, "lumo_ha": 0.053, "gap_ev": 5.07, "relative_energy_ev": 4.149, "largest_force_ev_per_a": 6.0}

=====

{"formula": "C36H28F3IN3O3RuS3", "method": "ωB97M-V/def2-TZVPD", "elements": ["Ru", "S", "C", "C", "C", "C", "C", "C", "N", "C", "C", "C", "C", "C", "C", "C", "H", "H", "H", "H", "H", "H", "H", "H", "C", "C", "C", "C", "C", "C", "C", "C", "S", "C", "N", "C", "C", "C", "C", "C", "C", "C", "C", "H", "H", "H", "H", "H", "H", "H", "H", "H", "H", "H", "H", "H", "H", "H", "H", "F", "C", "F", "F", "S", "O", "O", "O", "I", "C", "C", "C", "C", "N", "C", "H", "H", "H", "H"], "coordinates": [[1.103, -0.025, 0.222], [-1.631, 0.295, 3.723], [-0.342, 1.383, 4.142], [-0.250, 2.215, 5.252], [0.912, 2.942, 5.416], [1.962, 2.832, 4.499], [1.867, 2.017, 3.390], [0.687, 1.297, 3.200], [0.414, 0.389, 2.184], [-0.737, -0.221, 2.354], [-1.160, -1.250, 1.411], [-2.290, -2.040, 1.625], [-2.600, -3.041, 0.725], [-1.778, -3.252, -0.376], [-0.661, -2.458, -0.596], [-0.337, -1.435, 0.282], [-1.059, 2.281, 5.967], [1.014, 3.598, 6.270], [2.866, 3.405, 4.656], [2.670, 1.963, 2.668], [-2.918, -1.878, 2.493], [-3.471, -3.662, 0.882], [-2.018, -4.037, -1.081], [-0.065, -2.625, -1.486], [-4.255, 0.601, -0.663], [-4.265, 0.503, -2.189], [-5.137, -0.695, -2.594], [-4.870, 1.797, -2.751], [-2.863, 0.305, -2.758], [-2.686, 0.268, -4.154], [-1.446, 0.114, -4.730], [-0.347, -0.022, -3.887], [1.327, -0.174, -4.330], [1.736, -0.244, -2.676], [0.729, -0.175, -1.836], [-0.495, -0.018, -2.501], [-1.761, 0.156, -1.940], [3.040, -0.310, -2.061], [4.261, -0.329, -2.731], [5.431, -0.272, -2.001], [5.363, -0.169, -0.614], [4.142, -0.158, 0.046], [2.959, -0.255, -0.669], [-5.271, 0.769, -0.306], [-3.637, 1.432, -0.315], [-3.891, -0.321, -0.203], [-6.145, -0.578, -2.193], [-4.719, -1.626, -2.208], [-5.218, -0.785, -3.678], [-5.865, 1.953, -2.333], [-4.969, 1.764, -3.836], [-4.252, 2.659, -2.494], [-3.545, 0.374, -4.802], [-1.328, 0.108, -5.805], [-1.868, 0.195, -0.871], [4.284, -0.363, -3.813], [6.390, -0.283, -2.500], [6.274, -0.094, -0.034], [4.152, -0.049, 1.125], [1.494, 5.136, 0.176], [0.518, 4.262, 0.370], [-0.597, 4.698, -0.204], [0.306, 4.117, 1.677], [0.993, 2.652, -0.393], [2.117, 2.121, 0.386], [1.243, 2.939, -1.766], [-0.140, 1.750, -0.115], [3.047, -5.686, 0.179], [2.839, -3.917, 1.244], [3.278, -3.792, 2.554], [3.116, -2.567, 3.178], [2.516, -1.525, 2.496], [2.068, -1.655, 1.240], [2.250, -2.829, 0.628], [3.739, -4.623, 3.069], [3.452, -2.405, 4.192], [2.399, -0.562, 2.971], [1.925, -2.890, -0.400]], "forces_ev_per_angstrom": [[0.244, 0.132, 0.371], [0.060, 0.009, -0.011], [-0.012, -0.031, -0.006], [0.023, 0.028, 0.007], [-0.015, -0.019, -0.009], [0.007, -0.002, -0.028], [-0.011, 0.070, -0.015], [0.056, 0.045, 0.129], [-0.092, -0.303, -0.070], [-0.001, 0.044, -0.049], [0.029, -0.058, -0.071], [0.053, 0.018, -0.043], [-0.014, -0.023, 0.002], [-0.043, -0.039, -0.005], [0.119, 0.075, -0.013], [-0.354, 0.068, 0.381], [0.002, 0.000, 0.010], [-0.003, 0.003, 0.004], [0.002, 0.007, 0.010], [-0.023, -0.013, -0.021], [0.008, 0.014, 0.010], [-0.005, 0.001, -0.007], [0.007, -0.001, -0.004], [-0.004, -0.022, 0.003], [0.002, -0.007, 0.008], [-0.027, -0.010, 0.015], [-0.002, 0.014, -0.005], [0.002, -0.004, 0.002], [0.047, -0.005, 0.033], [0.031, -0.016, -0.040], [-0.034, 0.005, -0.015], [0.045, 0.015, 0.072], [-0.009, -0.030, 0.058], [-0.037, -0.069, 0.191], [0.128, 0.017, -0.110], [0.029, 0.028, -0.120], [-0.024, 0.026, -0.037], [-0.276, -0.056, -0.032], [0.040, 0.009, 0.031], [-0.083, -0.002, 0.042], [0.010, -0.017, -0.079], [0.047, 0.049, 0.202], [0.112, 0.230, -0.084], [-0.005, -0.002, -0.001], [-0.001, 0.009, -0.001], [0.007, -0.007, 0.004], [-0.006, 0.005, 0.003], [0.004, -0.006, 0.010], [0.000, -0.003, -0.006], [-0.006, -0.002, 0.003], [0.005, -0.002, -0.011], [0.005, 0.004, 0.007], [-0.004, 0.007, -0.011], [-0.003, -0.002, -0.006], [0.007, 0.005, 0.015], [0.000, -0.009, -0.009], [0.001, 0.001, -0.005], [0.004, 0.004, -0.003], [-0.085, -0.019, -0.059], [-0.025, -0.026, 0.033], [-0.079, -0.113, 0.018], [0.054, -0.004, 0.021], [0.005, -0.008, -0.024], [0.731, 0.577, -0.453], [0.219, 0.035, 0.073], [-0.107, 0.078, 0.067], [-0.621, -0.709, -0.081], [-0.002, 0.029, 0.024], [0.022, -0.007, 0.051], [-0.034, 0.015, -0.048], [0.015, -0.017, -0.016], [-0.092, 0.120, 0.064], [-0.021, -0.032, -0.085], [-0.041, 0.000, -0.268], [0.006, -0.004, -0.004], [0.009, -0.009, 0.004], [0.015, -0.081, -0.052], [-0.009, -0.003, 0.041]], "homo_energy_ev": -11.04, "total_energy_ha": -3665.25513, "total_charge": 1, "lumo_ha": -0.118, "gap_ev": 7.83, "relative_energy_ev": 0.000, "largest_force_ev_per_a": 1.0}